Model A:
The following is a quantum chemistry calculation of a cluster of 2 separate species, CH5NO3 in total, from OMol25.

Cartesian coordinates (Å):
1 N 0.056 0.949 -1.103
2 C -0.553 0.864 0.246
3 O -0.485 2.126 0.768
4 O -1.028 -0.129 0.674
5 H -0.083 1.887 -1.565
6 H -0.230 0.212 -1.776
7 H -0.288 2.032 1.767
8 H 0.374 -2.271 0.686
9 H 1.576 -2.769 0.232
10 O 0.660 -2.901 0.071

## Properties
- SMILES: NC(=O)O.O
- Highest occupied orbital energy: -10.60 eV
- HOMO-LUMO gap: 11.032 eV
- Net charge: 0
- E_LUMO: 0.430 eV

Model B:
The following is a quantum chemistry calculation of a structure of composition CH5NO3, from OMol25.

Cartesian coordinates (Å):
1 C 0.629 -0.811 -0.190
2 O 1.552 0.048 -0.637
3 H 1.106 0.698 -1.219
4 H 0.089 -1.409 -0.926
5 H 0.923 -1.342 0.714
6 H -0.065 0.341 1.048
7 N -0.964 0.361 0.075
8 O -1.996 -0.257 0.283
9 O -0.780 1.245 -0.769
10 H -0.493 1.126 1.621

## Properties
- Highest occupied orbital energy (spin up / spin down): -9.24 / -9.24 eV
- HOMO-LUMO gap (spin up / spin down): 8.250 / 8.250 eV
- Net charge: 0
- E_LUMO (spin up / spin down): -0.990 / -0.990 eV

Order from most stable to least stable according to the calculation: model A, model B

Model A:
The following is a quantum chemistry calculation of an isolated molecule of C4H3NS, from OMol25.

Cartesian coordinates (Å):
1 C -0.347 0.043 0.075
2 C 0.551 1.182 0.015
3 C 1.812 0.635 -0.044
4 C 0.576 -1.140 0.028
5 H 0.333 2.266 0.219
6 H 2.761 1.174 -0.064
7 H 0.281 -2.178 0.185
8 N 1.820 -0.797 -0.038
9 S -1.979 0.000 -0.032

## Properties
- SMILES: S=C1C=CN=C1
- Highest occupied orbital energy: -9.34 eV
- HOMO-LUMO gap: 7.238 eV
- Net charge: 0
- E_LUMO: -2.101 eV

Model B:
The following is a quantum chemistry calculation of a cluster of 2 separate species, C4H3NS in total, from OMol25.

Cartesian coordinates (Å):
1 C 1.299 0.740 -0.068
2 C -0.094 0.243 0.036
3 C -1.284 0.090 0.064
4 C -2.606 -0.355 -0.015
5 H 0.862 -2.107 -0.249
6 H 1.608 1.494 -0.801
7 H 1.604 1.193 0.980
8 N -3.747 -0.564 0.019
9 S 2.359 -0.733 0.033

## Properties
- Highest occupied orbital energy: -9.68 eV
- HOMO-LUMO gap: 8.106 eV
- Net charge: 0
- E_LUMO: -1.578 eV

Order from most stable to least stable according to the calculation: model A, model B

Model A:
The following is a quantum chemistry calculation of a structure of composition C5H9NO2S2, from OMol25.

Cartesian coordinates (Å):
1 C 2.647 -0.699 0.022
2 C 1.768 0.220 0.850
3 C 1.006 1.172 -0.038
4 C -0.318 1.188 -0.141
5 C -3.785 -0.709 -0.145
6 H 4.446 -0.684 -0.934
7 H 4.101 0.766 -0.042
8 H 2.395 0.787 1.554
9 H 1.074 -0.391 1.429
10 H 1.603 1.865 -0.632
11 H -0.939 0.502 0.425
12 H -0.828 1.884 -0.799
13 H -3.666 0.703 -1.343
14 H -4.263 -2.101 0.987
15 N 3.817 -0.153 -0.350
16 O -4.366 0.150 -0.963
17 O -4.712 -1.481 0.392
18 S 2.186 -2.216 -0.429
19 S -2.167 -0.803 0.157

## Properties
- Highest occupied orbital energy: -8.18 eV
- HOMO-LUMO gap: 8.671 eV
- Net charge: 0
- E_LUMO: 0.491 eV

Model B:
The following is a quantum chemistry calculation of a cluster of 2 separate species, C5H9NO2S2 in total, from OMol25.

Cartesian coordinates (Å):
1 C -1.551 -1.228 2.067
2 C 1.634 0.402 -0.137
3 C 1.159 -0.492 -1.282
4 C 0.322 0.769 0.664
5 C -0.871 0.035 0.084
6 N -0.137 -1.012 -0.761
7 O -0.849 -2.154 1.999
8 O -2.332 -0.462 2.409
9 S 0.185 2.537 0.660
10 S -2.015 0.936 -0.891
11 H 2.386 -0.043 0.484
12 H 2.023 1.405 -0.533
13 H 1.141 0.035 -2.180
14 H 1.810 -1.372 -1.453
15 H 0.504 0.230 1.617
16 H -0.624 -1.161 -1.652
17 H -0.201 -1.853 -0.279
18 H 0.581 2.890 -0.602
19 H -3.165 0.541 -0.215

## Properties
- Highest occupied orbital energy: -7.35 eV
- HOMO-LUMO gap: 7.647 eV
- Net charge: 0
- E_LUMO: 0.292 eV

Order from most stable to least stable according to the calculation: model A, model B

Model A:
The following is a quantum chemistry calculation of a structure of composition C4H8Cl2Si, from OMol25.

Cartesian coordinates (Å):
1 C 0.346 2.899 0.128
2 C -0.672 2.070 -0.125
3 C 0.826 -2.399 0.428
4 C -0.295 -1.352 0.734
5 Si -0.564 0.401 -1.024
6 Cl 1.140 0.018 -2.134
7 Cl -2.221 0.190 -2.143
8 H 0.134 3.756 0.678
9 H 1.393 2.603 -0.012
10 H -1.704 2.003 0.220
11 H 1.596 -1.928 1.125
12 H 0.448 -3.415 0.593
13 H 1.059 -2.259 -0.604
14 H -0.228 -0.793 1.625
15 H -1.257 -1.795 0.512

## Properties
- Highest occupied orbital energy: -8.58 eV
- HOMO-LUMO gap: 9.184 eV
- Net charge: 0
- E_LUMO: 0.604 eV

Model B:
The following is a quantum chemistry calculation of an isolated molecule of C4H8Cl2Si, from OMol25.

Cartesian coordinates (Å):
1 C 0.334 1.169 -0.624
2 C -0.153 0.988 0.574
3 C 0.929 2.345 -1.235
4 C 0.070 -2.566 0.595
5 Si -0.908 -0.913 1.090
6 Cl -2.536 -1.045 -0.284
7 Cl -1.627 -1.054 2.999
8 H 0.587 0.203 -1.199
9 H -0.502 1.781 1.142
10 H 0.980 3.186 -0.561
11 H 0.205 2.625 -2.006
12 H 1.876 2.015 -1.724
13 H -0.478 -3.558 0.715
14 H 0.233 -2.543 -0.509
15 H 0.988 -2.633 1.028

## Properties
- SMILES: C/C=C/[Si](C)(Cl)Cl
- Highest occupied orbital energy: -9.80 eV
- HOMO-LUMO gap: 10.427 eV
- Net charge: 0
- E_LUMO: 0.623 eV

Order from most stable to least stable according to the calculation: model B, model A